1.
{"formula": "C4H10N2O3", "method": "ωB97M-V with the def2-TZVPD basis set", "symbols": ["H", "H", "H", "C", "O", "H", "H", "O", "C", "H", "N", "N", "C", "H", "H", "C", "H", "H", "O"], "xyz": [[0.1154, 2.3638, 1.3836], [0.0402, -0.1336, 1.7241], [1.6944, -0.1133, -1.9857], [-0.5792, 1.7323, 0.8244], [-1.8049, -0.2318, -1.2269], [-0.7453, 2.1619, -0.1636], [2.9917, -0.6214, -0.1712], [-2.1887, -1.2789, 0.7578], [-1.3792, -0.8386, -0.0439], [-1.5348, 1.7356, 1.3526], [1.0946, 0.4310, -1.3791], [2.2010, -0.4807, 0.4423], [-0.0813, 0.2993, 0.7317], [0.1609, 0.5556, -1.7665], [-0.2306, -2.5555, 0.1121], [1.0808, 0.0410, -0.0935], [-2.7392, -0.4764, -1.3118], [2.1890, -0.6693, 1.4334], [-0.2847, -1.9211, -0.6197]], "atomic_forces_ev_per_a": [[-0.0042, 0.0647, -0.0719], [0.0071, -0.1115, -0.0607], [-0.0222, 0.2119, -0.0209], [-0.0801, -0.1970, -0.1582], [0.1931, 0.4439, 0.0491], [0.0214, 0.0561, 0.0403], [0.0515, -0.2784, 0.5999], [0.0595, 0.1416, 0.0626], [2.2846, -0.7557, 0.1891], [0.0441, -0.0362, -0.0604], [-0.0937, -0.3144, 0.0882], [-1.0465, 0.5482, -0.7953], [-1.3694, -0.8806, -0.7516], [0.1300, -0.0449, 0.0805], [-0.2138, 0.1414, -0.2490], [0.4699, 0.3578, 0.3914], [0.2241, 0.0609, 0.1209], [0.3870, -0.1210, -0.3298], [-1.0427, 0.7129, 0.8757]], "max_force_ev_per_a": 2.41, "charge": 0, "e_above_lowest_kcal_mol": 46.6}

=====

2.
{"formula": "C4H10N2O3", "method": "ωB97M-V with the def2-TZVPD basis set", "symbols": ["H", "H", "N", "O", "H", "C", "H", "C", "H", "H", "N", "H", "H", "O", "H", "O", "H", "C", "C"], "xyz": [[1.9011, 1.8725, 2.0681], [-1.0980, 0.0139, 1.8607], [-0.4372, -1.7556, -0.8582], [-0.4465, -0.5294, 1.4006], [0.4445, -2.1763, -0.5707], [0.6111, 1.1145, 0.9071], [2.7831, 0.0642, -0.6343], [0.6421, 0.3863, -0.4623], [-2.7542, -0.4596, -0.3119], [2.0917, -1.2014, -0.2973], [1.8561, -0.3271, -0.7554], [-1.9465, 1.1342, -0.1591], [0.4531, 1.1338, -1.2382], [-0.1617, 2.0514, 1.1071], [-1.2476, -2.3581, -0.8601], [1.8394, 1.0815, 1.5130], [-1.9945, 0.3040, -1.7261], [-1.9236, 0.1617, -0.6465], [-0.6125, -0.5104, -0.3365]], "atomic_forces_ev_per_a": [[-0.2877, -0.1568, 0.1005], [-0.2769, -0.0860, -0.2879], [0.1043, -0.2474, 0.3252], [-0.3474, -0.9861, -1.2211], [-0.6358, -0.1797, -0.3962], [0.8783, 2.3746, -1.4300], [-0.7131, 1.4859, -0.1764], [-0.0031, -0.0854, 1.0288], [-0.0271, 0.0307, 0.0160], [-1.2538, -0.1388, 0.3636], [1.1532, -1.3759, -0.6980], [-0.1051, -0.0454, -0.0045], [0.2182, 0.0157, 0.0549], [0.3952, -0.9082, 0.3019], [0.2163, -0.0804, 0.2019], [-0.4553, -0.2773, 0.1344], [-0.0188, -0.0186, 0.0087], [0.2589, -0.0831, 0.0600], [0.8998, 0.7623, 1.6181]], "max_force_ev_per_a": 2.91, "charge": 0, "smiles": "C[C@](N)(O)[C@H](N)C(=O)O", "e_above_lowest_kcal_mol": 45.9}

=====

3.
{"formula": "C4H10N2O3", "method": "ωB97M-V with the def2-TZVPD basis set", "symbols": ["N", "H", "O", "O", "H", "H", "C", "C", "N", "H", "H", "H", "H", "H", "H", "O", "C", "H", "C"], "xyz": [[-0.9723, -1.0083, 0.1831], [-2.4631, 0.6001, 0.0724], [-2.3886, 0.0853, 0.8695], [3.3022, 0.1529, 2.3060], [-0.9818, -2.3630, 1.5441], [-0.0338, -1.0973, 1.9636], [3.3394, -0.3086, 1.2629], [-1.0933, 0.2325, -1.8491], [-0.4698, -1.5382, 1.2496], [-1.8905, 0.8546, -1.4611], [0.7291, -0.6845, -0.9688], [0.4907, 1.9771, -0.9395], [-0.5927, 0.7377, -2.5998], [-0.4558, 1.5766, 0.6370], [1.3119, 1.0698, 0.3672], [3.5223, -0.7637, 0.2299], [-0.1639, -0.1115, -0.6417], [-1.5407, -0.6760, -2.1413], [0.3507, 1.2647, -0.0841]], "atomic_forces_ev_per_a": [[1.6850, 1.1297, -2.4789], [-0.3764, 0.2529, -0.6021], [-2.4892, 1.0162, 1.9429], [-0.6918, 0.8410, 1.9438], [-0.1481, 0.5222, 0.2020], [1.9467, 2.2316, 2.2345], [0.9911, -0.1180, -0.1875], [0.1021, -0.8889, 2.7843], [-0.6547, -4.1484, -1.0410], [-0.1303, 0.4054, -0.2982], [-0.3504, 0.1529, -0.1126], [-0.2307, -0.6071, 0.9284], [0.9846, 0.8463, -1.5947], [1.1879, 0.2546, -0.5702], [0.1599, 0.4933, 0.5488], [-0.2854, -0.7661, -1.7611], [0.1112, 0.2310, -1.1305], [-0.5271, -0.9613, -0.8911], [-1.2846, -0.8872, 0.0832]], "spin_multiplicity": 3, "max_force_ev_per_a": 4.33, "charge": 0, "s2": 2.01, "e_above_lowest_kcal_mol": 0.0}